Entry from the OMol25 dataset: C15H22BF2NO11Si2 as an isolated structure at a distorted geometry (ωB97M-V with the def2-TZVPD basis set).

Geometry (Å):
C1 -2.24137 -1.80093 3.53662
C2 -3.10040 -0.79687 2.75393
Si1 -1.97694 0.21432 1.62809
C3 -2.77723 1.86397 1.11585
C4 -4.11039 1.67295 0.45732
O1 -4.33919 0.88668 -0.39931
O2 -5.10460 2.47319 0.90599
O3 -0.47395 0.41410 2.35337
Si2 -0.05691 1.68099 3.33044
C5 1.72697 2.10863 2.92348
C6 2.10521 2.16872 1.58645
C7 3.40842 2.45802 1.21276
C8 4.30827 2.70702 2.24037
C9 3.84810 2.65790 3.54920
N1 2.60510 2.36003 3.91152
B1 -1.64478 -0.89535 -0.03832
O4 -2.63773 -1.62183 -0.63195
O5 -0.35770 -0.93107 -0.57423
H1 -2.83813 -2.60249 3.95310
H2 -1.69269 -1.29570 4.32491
H3 -1.48767 -2.24408 2.88999
H4 -3.73451 -1.35678 2.07123
H5 -3.71668 -0.18387 3.40580
H6 -2.89780 2.55203 1.94533
H7 -2.12549 2.33395 0.38131
H8 -4.72131 3.23526 1.35012
H9 -0.86590 2.89180 3.07915
H10 -0.15415 1.34292 4.76339
H11 1.36696 1.96878 0.82160
H12 3.70529 2.50227 0.17951
H13 5.33970 2.92892 2.02837
H14 4.54663 2.87366 4.34578
H15 -2.65001 -1.39981 -1.57344
H16 -0.18941 -0.21852 -1.19896
C10 6.46702 -0.16117 -2.15776
C11 5.59167 0.36215 -1.04145
O6 4.75789 1.28557 -1.71845
C12 4.64687 0.86598 -3.01706
O7 3.83848 1.25808 -3.78265
O8 5.59411 -0.06391 -3.28748
F1 6.30672 1.01967 -0.09415
H17 7.33732 0.47831 -2.31039
H18 6.79075 -1.18734 -2.00883
H19 4.97237 -0.39424 -0.55682
C13 -4.28850 -3.43235 -4.54679
C14 -3.15604 -4.38028 -4.21862
O9 -2.02756 -3.52145 -4.24222
C15 -2.45705 -2.27219 -3.92723
O10 -1.75096 -1.37408 -3.60626
O11 -3.80335 -2.19823 -4.00622
F2 -3.00568 -5.34461 -5.15720
H20 -4.41986 -3.33119 -5.62458
H21 -5.23353 -3.70852 -4.08845
H22 -3.22642 -4.84901 -3.23616

- M: 497.317 g mol⁻¹
- HOMO-LUMO gap: 9.66 eV
- LUMO: 0.45 eV
- F_max: 1.3 eV/Å

Quick look at the natural (NBO) charges, all values in e: -0.598, -0.886, 1.560, -0.996, 0.796, -0.565, -0.676, -1.219, 1.439, -0.234, -0.228, -0.179, -0.248, 0.030, -0.413, 0.764, -0.916, -0.946, 0.208, 0.206, 0.203, 0.246, 0.224, 0.234, 0.265, 0.480, -0.224, -0.196, 0.211, 0.230, 0.221, 0.189, 0.505, 0.504, -0.129, 0.444, -0.506, 0.969, -0.543, -0.481, -0.328, 0.204, 0.211, 0.162, -0.130, 0.444, -0.485, 0.972, -0.575, -0.478, -0.322, 0.205, 0.214, 0.160

Entry from the OMol25 dataset: C15H22BiN4S4Se as an isolated structure (ωB97M-V with the def2-TZVPD basis set).

Geometry (Å):
Bi1 0.47093 0.20847 0.90482
S1 1.60180 -0.13324 3.28134
S2 0.15068 0.40100 4.65570
S3 -0.64702 2.07454 3.80234
S4 -1.60418 1.25555 2.16431
N1 -0.27903 2.07674 -2.72766
C1 -0.99724 1.32960 -3.59995
C2 -1.64326 1.86327 -4.70135
C3 -2.41014 1.05601 -5.55804
C4 -2.55098 -0.28763 -5.34841
C5 -1.90225 -0.87673 -4.23573
C6 -1.98288 -2.25862 -3.93626
C7 -1.33648 -2.75455 -2.84374
C8 -0.59952 -1.86844 -2.02702
N2 -0.49986 -0.58899 -2.27316
C9 -1.13040 -0.08473 -3.36318
H1 -0.06932 3.03083 -2.95630
H2 0.30856 1.65715 -2.01878
H3 -1.55684 2.92558 -4.89796
H4 -2.89957 1.52092 -6.40595
H5 -3.14373 -0.90685 -6.00990
H6 -2.56876 -2.90233 -4.58303
H7 -1.38486 -3.80280 -2.58087
H8 -0.12871 -2.24106 -1.12642
C10 -3.40794 -0.78185 -0.35480
C11 -3.71768 -2.13618 0.27042
N3 -3.31196 -2.21815 1.66502
C12 -4.19372 -1.57538 2.62397
C13 -5.24540 -2.52565 3.18446
C14 -2.03277 -2.59144 1.96656
C15 -1.64211 -2.54475 3.42197
N4 -1.22197 -2.94519 1.02991
H9 -3.70624 -0.76168 -1.40465
H10 -2.33704 -0.58703 -0.30875
H11 -3.92123 0.03061 0.16223
H12 -3.20266 -2.92463 -0.27472
H13 -4.79150 -2.34378 0.22466
H14 -4.68235 -0.73730 2.12156
H15 -3.61326 -1.12701 3.42701
H16 -5.83530 -2.97120 2.38102
H17 -5.92788 -1.99712 3.85292
H18 -4.77751 -3.33733 3.74344
H19 -2.38131 -3.03528 4.05631
H20 -1.52278 -1.51078 3.75196
H21 -0.67889 -3.03357 3.55184
H22 -0.33477 -3.19513 1.45634
Se1 1.96923 2.05883 0.20031

- Charge: -1
- M: 674.577 g mol⁻¹
- Energy above the lowest of the compared OMol25 structures with the same formula, charge and spin: 0.059 eV
- HOMO-LUMO gap: 6.80 eV
- LUMO: 2.68 eV
- F_max: 0.2 eV/Å

Quick look at the natural (NBO) charges, all values in e: 0.930, -0.468, -0.061, -0.020, -0.484, -0.787, 0.199, -0.316, -0.177, -0.268, -0.092, -0.155, -0.262, 0.056, -0.449, 0.172, 0.385, 0.441, 0.202, 0.202, 0.199, 0.205, 0.218, 0.219, -0.624, -0.212, -0.446, -0.211, -0.613, 0.493, -0.707, -0.796, 0.210, 0.221, 0.204, 0.229, 0.178, 0.199, 0.221, 0.200, 0.204, 0.201, 0.209, 0.261, 0.225, 0.340, -0.876